Record 1
Density functional theory data (wB97M-V/def2-TZVPD) for a single C6H10O molecule.

Values from the calculation:
highest occupied orbital energy	-9.05	eV
multiplicity	1
frontier orbital gap	10.01	eV
SMILES	C=C/C=C\CCO
total energy	-8429.9102	eV
M	98.1	g mol⁻¹

Element x y z (Å)
O  0.22  -0.64  1.80
C  1.19  0.87  -0.64
C  0.06  1.44  -0.21
C  0.57  -1.39  -1.43
C  1.43  -0.58  -0.82
C  -1.02  -0.51  1.15
C  -1.20  0.78  0.30
H  0.76  -2.46  -1.50
H  -0.36  -1.01  -1.84
H  -1.75  1.52  0.89
H  0.03  2.54  -0.19
H  2.03  1.52  -0.89
H  0.58  0.24  1.96
H  -1.83  -0.53  1.89
H  -1.12  -1.40  0.52
H  2.37  -0.97  -0.42
H  -1.85  0.54  -0.55


Record 2
Density functional theory data (wB97M-V/def2-TZVPD) for a single C6H10O molecule.

Values from the calculation:
highest occupied orbital energy	-9.36	eV
multiplicity	1
frontier orbital gap	10.35	eV
SMILES	CC1(O)CC=CC1
total energy	-8431.1600	eV
M	98.1	g mol⁻¹

Element x y z (Å)
O  -0.80  -0.08  1.68
C  -1.81  -0.56  -0.38
C  -0.05  1.31  -0.16
C  -0.52  -0.10  0.28
C  0.68  -1.03  -0.05
C  1.45  1.18  -0.26
C  1.85  -0.08  -0.19
H  -2.65  0.03  0.01
H  -2.00  -1.61  -0.13
H  0.51  -1.57  -0.99
H  0.82  -1.79  0.73
H  2.11  2.04  -0.40
H  -0.07  -0.48  2.16
H  -1.77  -0.46  -1.47
H  -0.38  2.05  0.57
H  -0.47  1.59  -1.13
H  2.88  -0.43  -0.26


Record 3
Density functional theory data (wB97M-V/def2-TZVPD) for a single C6H10O molecule in a non-equilibrium geometry.

Values from the calculation:
highest occupied orbital energy	-9.43	eV
multiplicity	1
frontier orbital gap	10.38	eV
SMILES	C=C(C)CCC=O
total energy	-8429.8040	eV
M	98.1	g mol⁻¹

Element x y z (Å)
O  0.82  -2.44  -0.01
C  0.09  1.26  -0.13
C  0.33  -1.50  0.52
C  -1.08  -0.91  0.24
C  1.23  1.72  0.33
C  -0.99  0.62  0.78
C  -0.24  1.16  -1.60
H  2.09  1.97  -0.22
H  -1.56  -1.04  -0.73
H  -1.79  -1.56  0.93
H  -0.83  0.79  1.78
H  1.36  1.84  1.38
H  -0.69  2.10  -1.91
H  -0.78  0.28  -1.86
H  -1.99  1.01  0.52
H  0.76  1.09  -2.18
H  0.76  -0.98  1.47


Look up the total energy of the third one.
-8429.8040 eV